Record 1
# C7H18NO3PSi

C7H18NO3PSi in the gas phase at a distorted geometry (ωB97M-V/def2-TZVPD, OMol25).

Cartesian coordinates (Å):
C1 0.6089 -1.2115 -0.1037
C2 3.1974 -0.7229 -0.2314
C3 2.0861 -1.5075 0.5465
C4 -0.0703 -0.1839 0.6412
C5 -2.8024 -0.4461 0.1849
C6 -1.2531 1.2100 -1.9256
C7 -1.5343 2.5340 0.8989
N1 2.3617 -2.8916 0.2995
O1 1.6415 2.8084 -0.6312
O2 2.7854 1.7425 1.5987
O3 2.9218 0.6296 -0.6287
Si1 -1.4451 0.8667 -0.0274
P1 1.9729 1.5118 0.4043
H1 0.6979 -0.9924 -1.2145
H2 0.0915 -2.1589 -0.1805
H3 4.1269 -0.6874 0.2503
H4 3.3042 -1.2956 -1.1758
H5 1.9257 -1.3853 1.6583
H6 0.0434 -0.1576 1.6483
H7 -2.8248 -0.4056 1.3170
H8 -3.8009 -0.1415 -0.2075
H9 -2.4581 -1.4821 -0.2555
H10 -0.5943 0.3649 -2.3014
H11 -2.2194 1.1426 -2.5120
H12 -0.8890 2.1516 -2.2039
H13 -2.4330 3.0856 0.8339
H14 -1.4033 2.4899 1.9850
H15 -0.7280 3.2209 0.5847
H16 3.3059 -3.0528 0.5409
H17 2.1015 -2.9751 -0.6415
H18 1.9711 2.5312 -1.5027

HOMO-LUMO gap (spin up / spin down), eV: 8.10 / 8.11
E_HOMO (spin up / spin down), eV: -8.5889 / -8.5893
Molar mass, g mol⁻¹: 223.3
Electronic energy, eV: -32349.4536
Energy above the lowest of the compared OMol25 structures with the same formula, charge and spin, kcal per mole: 27.0
E_LUMO (spin up / spin down), eV: -0.484 / -0.483


Record 2
# C7H18O2

2 unconnected molecules or ions with the total composition C7H18O2 (ωB97M-V/def2-TZVPD, OMol25).

Cartesian coordinates (Å):
C1 1.9352 -0.3963 -2.8796
C2 2.1082 -3.9174 -1.1992
C3 1.5302 -1.8256 -2.5206
C4 2.5132 -2.4882 -1.5582
H1 1.2080 0.0560 -3.5747
H2 2.9286 -0.3941 -3.3591
H3 1.9831 0.2232 -1.9683
H4 2.0603 -4.5370 -2.1105
H5 1.1148 -3.9197 -0.7197
H6 2.8354 -4.3697 -0.5040
H7 0.5257 -1.8183 -2.0553
H8 1.4693 -2.4343 -3.4432
H9 3.5177 -2.4955 -2.0235
H10 2.5741 -1.8795 -0.6356
O1 -1.0999 1.8613 2.4796
O2 -3.0088 3.1956 2.1744
C5 -1.7510 0.8175 3.1886
C6 -3.0240 3.1239 0.7564
C7 -1.7113 3.1027 2.6920
H11 -1.1741 -0.1075 3.0206
H12 -2.7839 0.6568 2.8364
H13 -1.7768 1.0242 4.2717
H14 -2.4013 3.9165 0.3084
H15 -2.6707 2.1471 0.3855
H16 -4.0672 3.2685 0.4283
H17 -1.7954 3.3333 3.7715
H18 -1.0393 3.8563 2.2382

HOMO-LUMO gap, eV: 11.19
E_HOMO, eV: -10.3920
Molar mass, g mol⁻¹: 134.2
SMILES: COCOC.CCCC
Electronic energy, eV: -11644.9547
Energy above the lowest of the compared OMol25 structures with the same formula, charge and spin, kcal per mole: 14.0
E_LUMO, eV: 0.802


Record 3
# C7H19AgFO9

A molecular structure, C7H19AgFO9 at a distorted geometry (ωB97M-V/def2-TZVPD, OMol25).

Cartesian coordinates (Å):
Ag1 -0.2544 0.4378 -0.0732
F1 -0.7119 2.3690 1.1592
O1 -1.9171 -3.8049 1.6094
C1 -2.1332 -2.6558 0.8804
O2 -3.1831 -2.5266 0.2328
O3 -1.1976 -1.7939 0.9523
H1 -1.0190 -3.5083 1.8745
C2 2.0604 0.9336 -1.8819
C3 2.3761 -0.5289 -1.5078
O4 1.7096 -0.9476 -0.3006
O5 0.6585 1.1291 -2.1944
H2 2.5503 1.1759 -2.8312
H3 2.3175 1.7202 -1.1696
H4 3.4546 -0.6450 -1.3870
H5 2.0151 -1.1523 -2.3291
H6 1.9186 -1.8840 -0.2196
H7 0.5609 2.0228 -2.5345
C4 -2.9005 0.5821 -2.6592
C5 -2.9013 2.1058 -2.8088
O6 -3.8706 2.7341 -2.0195
O7 -2.5964 0.2671 -1.3165
H8 -2.1553 0.1537 -3.3355
H9 -3.8482 0.1823 -3.0368
H10 -2.9235 2.5087 -3.8214
H11 -1.9070 2.3438 -2.3984
H12 -3.7450 2.4956 -1.0939
H13 -3.4619 0.1501 -0.9083
C6 2.8281 -0.0904 3.4933
C7 1.7622 -1.0052 2.9635
O8 0.6466 -0.2747 2.5116
O9 2.5688 0.2449 4.8639
H14 2.8550 0.8748 2.9808
H15 3.8354 -0.5131 3.4026
H16 1.3825 -1.7067 3.7194
H17 2.2411 -1.7406 2.3014
H18 0.1560 -0.8058 1.8565
H19 2.8288 1.1524 5.0252

HOMO-LUMO gap, eV: 7.54
Total charge: -1
E_HOMO, eV: -5.1083
Molar mass, g mol⁻¹: 374.1
Electronic energy, eV: -32710.8093
Energy above the lowest of the compared OMol25 structures with the same formula, charge and spin, kcal per mole: 0.0
E_LUMO, eV: 2.435


Record 4
# C7H19I2OP

2 unconnected molecules or ions with the total composition C7H19I2OP (ωB97M-V/def2-TZVPD, OMol25).

Cartesian coordinates (Å):
C1 0.2272 -2.0416 1.9168
C2 0.9099 -0.6703 2.0360
C3 0.3442 0.3044 1.0125
I1 0.7232 2.3409 1.5781
P1 1.0296 -0.0198 -0.8007
C4 1.7080 -0.3715 -2.5410
C5 1.4005 -1.7323 -3.1593
C6 -0.0729 -2.1260 -3.1744
I2 2.5741 -3.2727 -2.1866
H1 0.8728 -2.8381 2.2857
H2 -0.0323 -2.2814 0.8841
H3 -0.6962 -2.0579 2.4964
H4 1.9909 -0.7694 1.8887
H5 0.7691 -0.2849 3.0457
H6 -0.7463 0.2429 0.9963
H7 1.4446 -1.3044 -0.3603
H8 1.9060 1.0856 -0.6758
H9 -0.2790 0.1902 -1.3007
H10 1.3180 0.4068 -3.2105
H11 2.7918 -0.2306 -2.5000
H12 1.7821 -1.7585 -4.1772
H13 -0.5705 -1.9146 -2.2282
H14 -0.5900 -1.5608 -3.9538
H15 -0.2042 -3.1856 -3.3815
C7 -3.3311 4.1943 2.7565
O1 -2.9234 3.1588 1.8790
H16 -4.4166 4.2514 2.7031
H17 -3.0471 3.9883 3.7927
H18 -2.9203 5.1648 2.4628
H19 -1.9620 3.0922 1.9154

HOMO-LUMO gap, eV: 8.96
E_HOMO, eV: -8.4919
Molar mass, g mol⁻¹: 404.0
SMILES: CC[C@@H](I)[PH3]C[C@H](C)I.CO
Electronic energy, eV: -35102.2043
Energy above the lowest of the compared OMol25 structures with the same formula, charge and spin, kcal per mole: 0.0
E_LUMO, eV: 0.467


Record 5
# C7H19InN

A molecular structure, C7H19InN (ωB97M-V/def2-TZVPD, OMol25).

Cartesian coordinates (Å):
C1 4.4586 -0.3945 -0.1169
C2 3.4528 0.3556 0.7782
In1 1.3056 -0.0756 0.3125
C3 0.2694 1.8592 -0.1491
C4 -1.2061 1.8829 -0.5933
C5 -2.1118 0.7711 -0.0587
C6 -2.0607 -0.5246 -0.8798
C7 -2.2384 -1.7836 -0.0484
N1 -3.5632 -1.7955 0.5965
H1 4.7150 0.2217 -0.9810
H2 4.0534 -1.3265 -0.5112
H3 5.3922 -0.6177 0.4080
H4 3.6138 1.4308 0.6686
H5 3.6183 0.1175 1.8295
H6 1.2371 -1.1751 -1.1072
H7 0.5883 -0.8791 1.7547
H8 0.8703 2.3255 -0.9349
H9 0.3779 2.5005 0.7289
H10 -1.6510 2.8369 -0.2804
H11 -1.2726 1.8797 -1.6857
H12 -1.8573 0.5754 0.9874
H13 -3.1435 1.1383 -0.0601
H14 -1.1089 -0.5838 -1.4077
H15 -2.8594 -0.5162 -1.6260
H16 -2.1877 -2.6621 -0.6952
H17 -1.4145 -1.8625 0.6658
H18 -3.6641 -2.6506 1.1274
H19 -3.6136 -1.0478 1.2781

HOMO-LUMO gap, eV: 7.38
Total charge: -1
E_HOMO, eV: -4.1125
Molar mass, g mol⁻¹: 232.1
Electronic energy, eV: -14229.8318
E_LUMO, eV: 3.265


Record 6
# C7H19InO3

A molecular structure, C7H19InO3 at a distorted geometry (ωB97M-V/def2-TZVPD, OMol25).

Cartesian coordinates (Å):
C1 2.5660 -0.8065 1.3540
C2 2.0826 -0.0778 -0.0094
C3 1.6557 1.4386 0.2956
C4 0.4386 1.9682 -0.5936
O1 -0.4760 2.8424 0.0646
In1 -1.5041 1.9450 1.6573
C5 -2.9845 0.4314 0.8437
C6 -1.9395 -0.6127 0.0297
C7 -2.6769 -2.0331 -0.5444
O2 -2.1747 -0.7610 -1.4319
H1 3.0807 -0.0053 1.9714
H2 1.6991 -1.2842 1.9133
H3 3.2894 -1.6511 1.0858
H4 2.9918 -0.1162 -0.7076
H5 1.2439 -0.7182 -0.4386
H6 2.5658 2.0761 0.0221
H7 1.4827 1.5596 1.4042
H8 0.9040 2.5791 -1.4493
H9 -0.0516 1.0634 -1.0981
H10 -2.3563 3.1362 2.7288
H11 -0.3086 0.9676 2.6242
H12 -3.4909 -0.2075 1.6252
H13 -3.6812 0.8272 0.0476
H14 -0.8378 -0.7054 0.4517
H15 -2.4831 -2.5948 -1.5027
H16 -1.7969 -2.5992 -0.0068
O3 0.6829 -1.8703 -2.4982
H17 1.3695 -1.3628 -1.9994
H18 0.9268 -1.9745 -3.4408
H19 -0.2176 -1.4542 -2.3982

HOMO-LUMO gap, eV: 5.63
E_HOMO, eV: -7.6360
Molar mass, g mol⁻¹: 266.0
Electronic energy, eV: -18870.7476
E_LUMO, eV: -2.002